# 1
Molecular formula: C15H18N5RhS
Method: DFT, wB97M-V/def2-TZVPD

Max |F| = 0.44 eV/A
LUMO level = -0.260 Ha
E_tot = -37126.6266 eV
HOMO-LUMO gap = 0.311 Eh
Total charge = +2

```
40
Properties=species:S:1:pos:R:3:forces:R:3
Rh 0.338 -0.134 0.008 -0.243 0.101 -0.355
C -0.680 2.968 -2.680 0.002 0.005 -0.011
C -0.615 2.328 -3.908 0.003 -0.008 0.007
C -0.257 0.990 -3.958 0.002 0.024 -0.028
C 0.033 0.321 -2.785 0.026 -0.102 0.032
N -0.027 0.960 -1.595 0.013 -0.062 0.054
C -0.378 2.250 -1.541 0.023 -0.028 0.014
C 0.387 -1.108 -2.692 -0.017 0.069 0.022
C 0.549 -1.959 -3.767 -0.011 0.022 -0.007
C 0.867 -3.288 -3.528 0.002 -0.020 -0.061
C 1.012 -3.730 -2.225 0.011 -0.015 0.064
C 0.840 -2.826 -1.193 -0.019 0.020 -0.026
N 0.534 -1.547 -1.425 0.032 0.013 0.052
H -0.964 4.007 -2.597 -0.001 0.000 0.000
H -0.848 2.863 -4.819 0.003 0.002 0.000
H -0.214 0.469 -4.903 -0.003 0.015 -0.009
H -0.427 2.692 -0.557 -0.011 0.004 0.001
H 0.433 -1.597 -4.778 0.002 -0.014 -0.005
H 0.999 -3.971 -4.356 0.000 0.004 -0.001
H 1.259 -4.758 -2.002 -0.004 0.000 0.003
H 0.945 -3.119 -0.156 0.004 -0.002 0.003
C 2.272 0.337 -0.242 0.049 -0.057 0.218
H 2.767 -0.208 0.565 0.037 0.011 -0.021
H 2.416 1.409 -0.121 -0.027 0.005 -0.012
H 2.639 0.009 -1.211 -0.026 0.008 -0.015
C -2.090 -0.777 5.600 -0.007 -0.002 0.002
C -1.526 -1.236 4.261 0.001 0.011 -0.016
C -0.945 -0.129 3.440 -0.056 -0.016 0.068
N -0.537 -0.237 2.224 0.229 0.049 -0.069
N -0.038 0.935 1.701 -0.062 -0.014 0.145
C -0.045 1.937 2.547 0.023 -0.024 -0.034
N 0.425 3.162 2.286 -0.079 0.047 -0.047
S -0.747 1.487 4.062 0.033 -0.035 0.000
H -2.492 -1.630 6.142 0.000 0.002 0.002
H -2.901 -0.060 5.471 0.002 0.001 -0.002
H -1.319 -0.331 6.231 0.002 -0.001 -0.001
H -2.298 -1.718 3.657 0.002 -0.004 0.000
H -0.738 -1.978 4.409 0.005 0.005 0.009
H 0.953 3.336 1.448 0.049 -0.012 0.020
H 0.419 3.882 2.988 0.012 0.001 0.005
```
Positions in Å, forces in eV/Å.

***

# 2
Molecular formula: C8HCl7KO3
Method: DFT, wB97M-V/def2-TZVPD

Max |F| = 1.84 eV/A
LUMO level = 0.087 Ha
E_tot = -118441.4492 eV
HOMO-LUMO gap = 0.276 Eh
Total charge = -1

```
20
Properties=species:S:1:pos:R:3:forces:R:3
K -1.170 0.016 -1.313 0.413 -0.101 -0.397
Cl 5.584 -0.305 2.641 -0.228 -0.006 -0.079
C 3.965 -0.351 2.009 0.008 -0.001 0.042
C 3.731 -0.348 0.636 0.123 -0.004 -0.350
Cl 5.079 -0.298 -0.465 -0.167 0.001 0.188
C 2.441 -0.387 0.134 0.050 0.000 -0.260
Cl 2.151 -0.374 -1.604 0.120 -0.002 0.619
C 1.279 -0.435 0.968 -0.199 0.009 -0.341
O 0.114 -0.465 0.478 1.143 -0.285 1.417
C 1.561 -0.434 2.367 0.060 -0.048 0.072
Cl 0.194 -0.500 3.433 0.187 0.024 -0.148
C 2.857 -0.395 2.858 -0.085 -0.021 0.298
Cl 3.114 -0.413 4.580 -0.003 0.015 -0.212
Cl -5.595 0.328 -0.742 0.358 0.071 -0.586
C -4.964 0.821 -2.373 -0.640 -0.094 -0.046
Cl -5.925 0.022 -3.675 0.352 0.166 0.442
C -3.438 0.584 -2.488 -0.344 -0.027 -0.162
O -2.773 1.616 -2.209 -0.615 -0.246 -0.379
O -3.046 -0.563 -2.781 -0.441 0.464 -0.141
H -5.160 1.879 -2.454 -0.093 0.084 0.023
```
Positions in Å, forces in eV/Å.

***

total charge of number 1 (C15H18N5RhS)?
+2